No. 1
ORCA calculation (the ωB97M-V functional and the def2-TZVPD basis) on C44H64N7O4SeTi as an isolated structure at a distorted geometry.

Geometry as XYZ:
```
121
Properties=species:S:1:pos:R:3:forces:R:3:mulliken_charge:R:1
C 3.280 6.276 -0.792 -0.027 0.010 -0.025 -0.70
H 1.703 6.782 -3.675 0.012 0.017 0.008 0.35
H 4.268 0.257 -3.758 0.009 0.018 -0.051 0.48
C 3.174 -4.337 -2.618 -0.021 0.024 0.068 -1.88
C -2.737 2.984 -0.811 0.433 -0.112 0.065 -0.26
C 0.506 -2.151 -1.418 -0.282 -0.309 -0.119 -0.04
H -3.177 -6.946 -0.040 -0.023 0.006 0.003 0.48
H 2.581 4.569 -3.559 0.026 -0.020 0.012 0.14
H 1.145 7.708 -0.215 0.003 -0.016 -0.011 0.33
C -3.936 -3.194 3.418 -0.009 0.056 0.068 -1.62
H 2.736 -5.336 -2.645 0.002 -0.011 -0.029 0.31
C 0.215 1.432 4.813 -0.060 -0.059 -0.036 -1.66
C -1.617 -3.401 -1.245 0.045 0.137 -0.013 -0.75
H 0.958 4.126 0.234 -0.001 -0.022 0.022 -0.14
H -2.014 -5.931 0.836 -0.015 0.000 0.019 0.35
H -3.574 -0.554 5.618 -0.003 -0.004 0.039 0.43
H 1.914 0.150 -5.331 0.037 -0.003 -0.001 0.29
C 1.802 1.172 2.944 -0.022 -0.058 -0.022 -1.89
O 0.568 0.086 0.758 0.005 -0.793 1.667 -0.05
C 0.963 6.651 -0.437 0.028 0.000 -0.025 -0.65
H -4.780 -3.688 3.909 -0.004 0.015 0.016 0.46
C -5.197 -1.031 3.419 0.056 0.012 0.035 -1.78
H 2.093 7.962 -2.402 -0.002 -0.011 -0.011 0.35
H 0.977 -5.503 -1.400 0.025 -0.003 0.029 0.24
C -3.864 3.930 1.101 0.015 -0.062 0.043 -0.74
H -0.196 -7.201 -0.461 0.027 -0.007 -0.013 0.38
H -3.217 -6.889 -2.602 -0.018 0.007 -0.001 0.45
C 2.760 4.701 -2.486 -0.042 0.022 0.057 -0.70
H -0.213 -7.177 -2.235 0.031 -0.012 0.015 0.40
N 1.588 4.249 -1.750 0.116 0.187 -0.046 0.84
H 2.692 3.840 -0.016 -0.026 -0.037 -0.005 0.11
H -3.653 -1.317 1.085 -0.049 -0.020 0.056 0.37
C -2.716 -1.069 3.023 -0.032 -0.057 0.025 -0.68
H -2.015 -5.913 -3.469 -0.027 0.006 -0.026 0.37
O 1.075 -0.997 -1.577 0.367 -0.664 -0.157 0.21
H 2.871 -3.809 -3.524 0.020 -0.004 -0.015 0.32
H 4.196 -4.448 -0.048 0.006 0.010 -0.012 0.50
H 4.136 5.664 -0.499 0.002 0.029 0.015 0.36
C 1.889 6.906 -2.604 -0.017 -0.037 0.016 -0.77
C 0.436 -4.567 -1.372 -0.097 -0.011 -0.007 -0.21
H -5.441 -1.190 2.369 -0.005 0.017 -0.017 0.32
Se -1.810 -0.536 -1.022 0.158 -0.515 0.345 0.22
C -0.839 -7.161 -1.342 -0.040 0.079 0.009 -2.16
C -0.475 -0.154 1.517 -0.562 -0.283 0.597 0.33
C -3.869 -1.705 3.796 -0.049 -0.056 -0.038 2.25
N 0.455 1.227 -2.942 0.477 -0.088 -1.173 1.45
H -1.347 1.464 -3.038 -0.154 0.050 0.087 0.20
H 1.033 1.716 5.479 0.018 0.021 -0.023 0.50
C 3.495 -2.231 -1.345 -0.028 -0.017 0.002 -1.95
H 0.835 1.538 -5.487 0.033 -0.005 -0.034 0.50
C -1.743 -5.926 -1.318 -0.063 -0.023 -0.033 2.32
C -2.626 -6.001 -0.064 0.049 -0.014 -0.070 -1.74
H -2.713 3.981 2.911 0.020 -0.022 -0.004 0.42
C -0.952 -4.620 -1.314 0.033 -0.102 -0.018 -0.39
H -3.016 -3.699 3.717 -0.001 -0.024 -0.020 0.33
Ti 0.595 0.831 -0.911 -1.873 0.943 0.279 -1.97
N 3.068 6.119 -2.236 0.120 0.024 -0.079 0.07
H 2.473 1.702 3.627 -0.019 -0.041 0.056 0.48
H -2.697 -3.342 -1.160 -0.009 -0.094 0.014 0.42
H -6.012 -1.440 4.020 -0.014 -0.008 -0.015 0.48
H 0.085 6.317 0.121 0.012 0.018 0.008 0.35
H -1.496 -0.616 4.702 -0.005 0.013 -0.024 0.36
C 4.146 1.128 -3.111 -0.163 0.016 0.188 -2.18
C -3.856 3.557 -0.236 -0.172 0.054 0.030 -0.71
C 0.449 5.077 -2.134 0.052 -0.030 0.011 -0.65
N -0.446 2.193 -0.598 -0.026 -0.030 0.295 0.93
N 2.118 5.863 -0.010 -0.012 -0.016 0.134 0.05
H -3.321 -5.119 -2.583 -0.020 -0.002 -0.031 0.33
H 2.668 -5.334 -0.099 0.003 -0.012 0.027 0.33
C 2.733 1.249 -2.631 0.592 0.140 -0.022 0.36
H -0.426 4.752 -1.572 -0.027 -0.023 -0.018 0.13
H -4.743 3.719 -0.839 0.031 0.001 -0.029 0.39
H 1.368 1.902 2.262 0.010 0.041 0.003 0.18
H 4.774 1.006 -2.229 0.047 0.005 -0.035 0.40
H -0.712 2.944 1.899 -0.013 0.012 0.031 0.07
H -1.456 -8.062 -1.350 -0.005 -0.006 0.007 0.44
H 2.399 0.488 2.346 -0.009 0.033 -0.087 0.22
O 3.327 1.457 -0.453 -0.050 0.043 0.118 -1.03
H 3.316 -1.652 -2.249 0.000 0.072 0.032 0.24
C -1.555 2.743 -0.063 -0.784 0.536 0.294 -0.35
H 2.593 1.785 -5.347 0.034 -0.020 0.034 0.38
N 0.690 6.506 -1.870 -0.111 0.065 -0.028 -0.02
H -4.046 -3.314 2.340 -0.017 -0.027 -0.011 0.33
C -2.775 -1.001 1.635 0.085 0.146 -0.062 -0.80
H 2.767 -3.806 0.781 0.015 0.003 0.011 0.28
C -1.693 -0.545 0.914 0.040 0.020 -0.216 0.56
H 4.477 2.015 -3.657 0.032 0.003 -0.017 0.43
C -0.453 -0.100 2.931 0.225 0.153 -0.302 0.23
H -0.162 2.336 4.330 -0.034 -0.001 0.003 0.28
H 3.621 4.098 -2.185 -0.015 -0.019 -0.030 0.25
C 1.749 1.183 -5.015 -0.095 0.126 0.070 -1.80
H -2.742 2.720 -1.864 -0.025 0.011 -0.003 0.33
H 0.687 -1.275 5.112 0.028 -0.015 0.027 0.28
H -3.349 -5.185 -0.044 -0.013 0.002 0.036 0.34
H -2.803 -2.152 5.638 0.017 0.038 0.038 0.35
C 1.190 -3.396 -1.401 0.102 0.163 0.042 -0.36
C 1.840 4.451 -0.317 -0.001 -0.008 -0.075 -0.50
C -0.907 -2.220 -1.281 -0.049 0.244 0.040 0.35
H 1.786 -1.457 3.739 0.002 -0.015 0.011 0.26
C -1.558 -0.593 3.622 -0.117 -0.044 0.047 -0.41
C 0.729 0.436 3.758 0.132 -0.075 0.036 2.45
H -5.143 0.046 3.589 -0.012 0.006 0.017 0.37
H -4.553 -2.012 5.821 -0.007 -0.017 -0.005 0.44
N 2.437 1.398 -1.362 1.876 0.219 -0.993 2.13
H 0.258 4.951 -3.204 -0.015 -0.035 0.018 0.27
H 3.209 -1.618 -0.492 0.021 0.065 -0.034 0.11
H 2.231 -0.402 5.093 0.012 0.007 -0.005 0.49
C 2.722 -3.553 -1.374 0.012 0.028 -0.059 2.40
C 1.399 -0.749 4.473 -0.065 0.030 -0.037 -1.69
H -4.743 4.379 1.545 -0.003 0.002 -0.014 0.37
H -0.586 1.015 5.424 0.021 0.048 0.032 0.28
C -2.721 3.702 1.862 -0.114 0.083 0.052 -0.84
H 3.503 7.326 -0.583 -0.005 -0.015 0.005 0.35
C -3.683 -1.595 5.309 0.013 0.008 -0.081 -2.19
H 4.568 -2.439 -1.274 -0.013 -0.085 -0.001 0.54
C 3.110 -4.337 -0.109 -0.015 0.000 -0.057 -1.79
C -2.633 -5.964 -2.571 0.048 -0.028 0.090 -1.77
C -1.600 3.127 1.304 0.243 -0.116 -0.329 0.33
C 1.593 1.219 -3.527 -0.305 0.133 -0.433 0.35
O -0.680 1.288 -3.715 0.031 -0.017 -0.272 -0.73
H 4.262 -4.443 -2.625 0.007 0.004 0.004 0.49
```
Positions in Å, forces in eV/Å.

Calculated values
HOMO energy = -4.5 eV
Orbital gap = 6.867 eV
Total charge = -1
Spin multiplicity = 1
Relative energy (zero: lowest compared OMol25 entry of this formula, charge and spin) = 1.042 eV


No. 2
ORCA calculation (the ωB97M-V functional and the def2-TZVPD basis) on a 2-piece molecular cluster, C2H6N2O overall at a distorted geometry.

Geometry as XYZ:
```
11
Properties=species:S:1:pos:R:3:forces:R:3:mulliken_charge:R:1
H -2.065 1.579 0.950 1.567 -1.444 -2.662 0.22
H -1.302 2.377 -0.614 0.621 -3.226 1.855 0.26
O 1.663 -0.995 -0.083 -3.535 1.166 5.602 -0.42
C -1.450 1.226 -0.063 -2.748 4.908 -0.881 -0.98
H -1.663 -1.021 -0.573 2.234 0.687 -0.186 0.23
N -0.606 -0.856 -0.449 -3.862 -5.615 -0.761 -0.67
H 0.695 -1.739 0.697 3.180 2.319 -3.784 0.37
H -2.122 0.809 -0.952 0.907 0.781 2.586 0.28
H 1.128 0.513 1.480 -0.061 -0.359 -2.536 0.28
C -0.331 0.222 0.059 -0.716 2.648 0.001 0.80
N 0.994 0.392 0.407 2.414 -1.865 0.766 -0.39
```
Positions in Å, forces in eV/Å.

Calculated values
HOMO energy = -9.4 eV
Orbital gap = 9.711 eV
Total charge = 0
Spin multiplicity = 1
Relative energy (zero: lowest compared OMol25 entry of this formula, charge and spin) = 7.667 eV


No. 3
ORCA calculation (the ωB97M-V functional and the def2-TZVPD basis) on C20H60O10S10 as an isolated structure at a distorted geometry.

Geometry as XYZ:
```
100
Properties=species:S:1:pos:R:3:forces:R:3:mulliken_charge:R:1
H -36.521 9.658 -4.458 -2.641 -2.812 0.520 0.47
H -36.367 10.309 -2.346 -1.993 1.357 -0.023 -1.04
H -35.920 5.089 1.063 -0.322 -0.382 0.062 0.58
C -34.302 10.368 -3.096 0.097 2.272 -2.947 -1.04
H -40.921 10.179 -4.696 -0.066 -0.392 0.113 0.39
H -39.442 11.052 -4.398 0.190 -0.127 0.251 0.26
H -35.955 12.552 -1.052 -0.654 1.451 -0.530 0.44
O -37.499 4.504 -2.214 3.831 -3.894 5.875 -0.24
O -31.930 10.215 -7.009 -0.832 -1.262 0.486 -0.70
C -36.228 5.350 0.050 -0.962 -1.507 1.130 0.01
H -33.990 9.006 -1.960 1.315 -2.139 1.996 -1.97
H -40.261 7.788 -4.659 0.918 2.456 -1.170 0.87
H -33.308 4.634 -4.228 -0.182 0.333 0.193 0.18
C -37.001 12.843 -0.951 -1.008 1.310 -0.886 -0.94
H -34.473 10.826 -2.121 0.762 0.128 -1.695 0.37
S -37.063 3.920 -0.866 0.173 0.556 0.657 0.13
H -34.844 9.718 -6.704 0.867 -1.101 -0.908 0.78
C -37.450 10.420 -2.379 -1.712 2.550 1.984 -0.97
H -34.792 13.301 -3.479 -0.050 -0.168 0.308 0.35
H -34.393 9.071 -0.234 1.725 -1.817 -0.262 -0.12
O -35.706 9.172 -1.562 -3.066 -10.027 -7.240 -0.37
C -34.216 9.263 -5.937 3.377 0.150 -1.717 0.22
H -37.891 9.881 -3.217 0.162 1.290 0.109 -0.37
H -34.471 10.620 -0.970 -0.436 0.160 1.895 1.17
O -39.457 12.195 -2.144 3.117 0.661 0.936 -0.70
C -32.669 6.585 0.614 -0.208 0.801 -0.291 -1.10
C -40.286 10.572 -3.902 -0.560 -1.184 -0.159 -1.04
H -40.836 11.310 -3.318 0.173 -0.512 -0.095 0.37
H -38.426 3.618 1.202 0.490 -0.096 -0.116 0.36
S -32.502 8.884 -6.520 0.617 0.838 0.073 0.50
H -37.031 13.924 -1.088 -0.375 0.065 -0.084 0.52
H -40.145 3.418 -5.013 0.117 0.139 -0.172 0.38
H -34.804 6.577 -2.608 -0.724 0.075 -0.984 0.37
H -34.138 10.124 -5.273 2.267 -0.890 -0.894 -0.59
S -35.339 4.859 -5.530 0.747 0.535 0.937 0.00
S -35.721 11.175 -4.086 1.960 2.789 -2.188 0.80
H -36.126 6.126 -1.446 0.242 1.547 -2.067 -0.61
O -41.150 8.474 -2.253 2.692 2.192 -0.577 -0.78
H -34.362 9.281 -3.045 -0.586 1.091 -1.723 1.07
H -39.241 4.612 0.022 0.333 0.419 -0.128 0.34
H -32.625 11.545 1.339 -0.067 0.072 0.006 0.30
O -34.126 9.260 1.645 -0.209 1.024 0.507 -0.60
H -33.081 7.316 1.309 -0.270 -0.222 0.206 0.30
S -36.647 8.231 -2.362 1.604 -4.331 -2.495 1.35
H -38.847 7.099 -3.722 1.101 2.711 -0.149 -1.38
H -32.701 8.942 -0.885 0.528 -0.495 0.769 0.47
C -39.314 7.983 -4.156 2.963 5.467 -1.402 -0.88
H -37.831 9.974 -1.459 -0.366 0.512 -0.007 1.21
C -38.479 5.338 -3.604 -2.865 -1.782 -2.820 0.77
H -35.475 8.467 -4.682 -2.214 -1.412 3.061 -1.58
H -33.784 12.348 2.484 0.431 -0.085 0.071 0.39
H -32.624 5.579 1.033 -0.295 -0.003 -0.266 0.36
C -32.798 7.918 -8.026 0.417 0.179 0.114 -0.76
C -35.379 10.569 -0.370 2.836 7.619 7.397 0.41
H -38.592 8.487 -4.800 -0.257 0.958 0.045 1.21
H -36.002 9.724 -0.666 -1.715 0.991 3.660 0.88
H -38.955 4.885 -2.734 -1.384 1.332 -0.846 0.35
C -40.795 4.255 -4.754 0.355 0.320 1.003 -1.11
H -33.376 10.634 -3.605 0.178 0.234 0.442 0.79
O -35.973 5.649 -4.390 1.329 -2.027 -5.044 -0.43
S -39.803 9.088 -2.769 -4.957 -0.753 -0.158 0.84
S -33.681 6.730 -0.931 4.955 2.415 0.172 1.30
O -40.565 6.719 -3.658 -6.564 -7.507 2.273 -0.52
H -33.351 8.601 -8.671 -0.197 -0.456 -0.237 0.27
H -37.457 12.601 0.009 0.218 -0.288 -0.014 0.32
H -33.224 6.944 -7.786 -0.029 1.327 -0.700 0.15
C -34.996 12.834 -4.443 1.435 -0.557 0.603 -1.03
S -39.847 5.829 -4.642 -1.184 -2.259 -1.211 0.19
O -35.776 10.405 -5.403 -2.822 6.360 -0.423 -0.64
C -35.877 6.554 -2.418 -1.271 2.246 2.341 -0.82
S -37.928 12.154 -2.374 -2.688 0.595 -0.341 0.67
H -33.810 5.794 -7.177 -0.345 -0.681 0.536 0.51
O -32.658 6.481 -2.072 -1.658 -0.398 1.011 -0.84
H -34.020 12.627 -4.883 0.010 0.196 -0.275 0.39
H -41.186 4.099 -3.749 -0.044 -0.115 -0.006 0.30
H -31.659 6.939 0.407 -0.034 -0.154 -0.376 0.40
H -31.840 7.642 -8.466 0.227 0.621 0.032 0.41
H -33.705 6.742 -5.665 -0.046 -0.525 0.323 0.34
H -37.133 7.867 -4.590 0.538 0.483 -0.242 1.42
H -36.893 6.214 0.055 -0.265 -0.128 0.361 0.27
H -33.341 3.498 -5.508 -0.230 -0.424 -0.062 0.42
H -37.714 6.082 -3.383 -1.739 -0.396 -0.608 -0.87
H -34.193 3.169 -3.937 -0.773 0.003 -0.477 0.37
H -35.513 13.608 -5.010 -0.669 -0.859 -0.247 0.36
H -35.074 6.929 -6.761 -0.310 -0.334 0.136 0.61
H -35.880 11.532 -0.471 0.770 -2.246 1.159 -1.41
C -33.630 11.941 1.485 -0.501 -0.360 0.224 -1.01
C -33.960 3.904 -4.708 0.723 1.259 -0.702 -0.95
C -34.374 6.207 -6.340 -0.297 -1.528 0.023 -1.20
H -34.735 8.557 -5.289 2.904 -0.189 -2.651 0.24
C -36.438 8.605 -4.189 -0.662 -2.706 2.369 -1.40
H -39.255 2.933 -0.196 0.633 -0.379 -0.336 0.37
C -33.737 8.614 -0.975 2.640 -1.578 0.609 0.24
S -34.857 10.567 1.391 -0.352 0.124 -0.105 0.22
H -36.428 5.904 -3.098 0.794 1.143 1.593 -0.24
H -35.343 5.647 -0.513 -0.031 -1.125 1.171 -0.35
H -38.064 4.452 -4.084 0.181 0.424 -0.409 0.56
H -41.638 4.317 -5.442 0.278 0.338 -0.076 0.39
C -38.598 3.738 0.132 -0.532 0.696 0.033 -1.05
H -33.873 12.747 0.792 0.004 -0.203 -0.227 0.32
```
Positions in Å, forces in eV/Å.

Calculated values
HOMO energy = -7.4 eV
Orbital gap = 7.493 eV
Total charge = 0
Spin multiplicity = 1
Relative energy (zero: lowest compared OMol25 entry of this formula, charge and spin) = 34.351 eV


No. 4
ORCA calculation (the ωB97M-V functional and the def2-TZVPD basis) on one molecule with the formula C8H15NO5S at a distorted geometry.

Geometry as XYZ:
```
30
Properties=species:S:1:pos:R:3:forces:R:3:mulliken_charge:R:1
H -3.033 2.760 1.257 -0.608 0.540 0.131 0.36
N -2.354 1.283 0.021 -1.262 2.168 -2.198 0.06
H 1.701 -2.218 -1.542 -0.225 0.718 -0.222 0.36
O 0.798 1.873 -2.180 -0.658 0.251 0.102 -0.52
C -2.780 1.821 -1.309 -2.503 0.137 1.029 -0.42
H 0.931 -2.504 2.041 -0.120 -0.333 0.797 0.42
C -0.436 -0.207 0.743 -3.402 1.616 1.908 0.85
H -1.311 2.943 0.919 0.489 0.227 -0.372 0.33
H 3.427 -0.344 1.345 1.410 0.020 -0.435 0.47
O -1.680 2.332 -2.053 0.347 -0.755 0.030 -0.34
C 2.379 -0.361 1.402 -2.841 -0.205 0.789 -1.25
H -1.793 -0.559 -0.833 -0.703 -0.464 -1.309 0.83
C -1.600 0.199 -0.137 2.073 -2.382 3.738 -1.29
H 3.296 -2.056 -0.903 -0.388 0.370 0.363 0.43
O -0.357 -0.078 1.963 -0.031 0.039 -0.781 -0.59
H 2.519 -0.543 -1.326 -0.196 0.236 -1.022 0.41
H -3.593 2.638 -1.177 1.831 -0.939 -0.083 0.35
H 0.557 -3.213 0.553 -1.670 -0.807 -1.415 0.43
O 0.441 -0.731 -0.022 1.150 -1.005 -1.576 -0.20
H 2.087 -3.449 1.140 2.612 -1.505 0.232 0.49
O -0.705 0.168 -3.155 -0.615 0.595 0.560 -0.53
H -1.872 1.582 1.999 -0.321 1.509 -1.428 0.34
S -0.458 1.150 -2.113 1.743 0.741 -1.976 1.15
H 1.896 0.637 1.161 1.123 -0.884 0.905 0.21
C 2.318 -1.532 -0.957 1.371 -0.673 1.387 -1.60
C 1.327 -2.776 1.083 -0.788 5.026 0.046 -1.75
C -2.116 2.248 1.075 0.302 -2.395 2.211 -0.93
H 2.078 -0.779 2.420 0.468 1.371 -1.104 0.29
H -3.351 1.017 -1.843 0.974 0.356 0.226 0.35
C 1.682 -1.301 0.428 0.439 -3.573 -0.532 1.31
```
Positions in Å, forces in eV/Å.

Calculated values
HOMO energy (alpha / beta) = -6.7 / -10.0 eV
Orbital gap (alpha / beta) = 7.419 / 7.176 eV
Total charge = 0
Spin multiplicity = 3
Relative energy (zero: lowest compared OMol25 entry of this formula, charge and spin) = 0.000 eV


For reference, total energy by record: -153751.6538, -7192.1207, -150498.2916, -31096.8995 eV.